# C42H114N4O14

A cluster of 14 separate species, C42H114N4O14 in total (ωB97M-V/def2-TZVPD, the OMol25 dataset).

```
174
Properties=species:S:1:pos:R:3:forces:R:3
C 2.4817 -1.8489 5.3580 1.6 -0.7 -1.1
C 1.1633 -2.3388 4.8312 -1.5 1.0 1.4
C 0.0232 -1.9449 5.8070 -0.1 -1.1 -0.5
O 0.9221 -1.7406 3.5602 0.5 0.0 -0.3
H 2.5973 -0.8661 5.7995 -0.9 0.4 0.0
H 3.1527 -1.8472 4.4711 0.1 -0.2 0.7
H 2.8588 -2.5494 6.1064 0.1 -0.1 -0.1
H 1.1114 -3.4266 4.7849 0.6 -0.2 -0.4
H -0.2901 -0.9564 5.5243 -0.1 0.6 0.4
H 0.2215 -2.0921 6.8763 0.4 0.4 -0.3
H -0.8000 -2.6307 5.6261 -0.4 0.1 -0.2
H 0.0645 -2.0240 3.1815 0.1 -0.3 0.4
C 7.6745 -2.5946 3.6056 0.9 0.3 3.3
C 6.5247 -1.6760 4.0501 2.0 -0.1 -0.1
C 6.9531 -0.8765 5.2774 -1.3 0.6 -0.9
O 6.2864 -0.8042 2.9535 -0.1 0.4 -0.1
H 8.0815 -3.2990 4.4077 -0.9 0.9 -0.7
H 8.5108 -1.9503 3.3895 0.4 0.2 -0.5
H 7.3930 -3.1797 2.8081 -0.5 -1.2 -2.0
H 5.6403 -2.2665 4.1535 -0.7 -0.4 0.8
H 6.1463 -0.1568 5.5611 0.8 -0.2 -0.3
H 7.9234 -0.3846 5.0673 -0.6 -0.2 0.4
H 6.9926 -1.5803 6.0694 0.6 -0.5 1.0
H 5.3960 -1.0353 2.7121 -0.7 0.3 -0.7
C -3.0612 -0.0933 -5.2053 0.4 -2.4 0.0
C -1.5832 -0.0045 -4.7969 -0.1 -1.4 -1.0
C -0.7693 0.5268 -6.0070 0.7 0.2 0.7
O -1.3721 0.7836 -3.6341 0.5 1.0 -1.0
H -3.6641 -0.6004 -4.4274 0.1 0.8 0.0
H -3.2180 -0.8097 -6.0656 0.5 0.8 0.6
H -3.3831 0.8613 -5.5090 -0.9 1.2 -0.1
H -1.2317 -1.0465 -4.6112 -0.1 0.9 0.0
H -0.9349 -0.0659 -6.8978 -0.1 -0.6 0.1
H 0.3270 0.5202 -5.8117 -0.7 0.0 0.0
H -1.0481 1.5210 -6.3632 -0.1 0.3 0.6
H -1.7469 0.4202 -2.8364 -0.3 -0.6 0.2
C 3.5682 -2.2781 0.1435 0.2 0.2 -1.5
C 3.3364 -3.5108 0.9863 2.6 -0.3 -0.2
C 4.5354 -4.5020 0.8652 -0.7 0.8 -0.7
O 3.2593 -3.1136 2.3379 -0.6 0.3 0.4
H 4.4721 -1.7102 0.4417 -0.5 -0.3 0.1
H 2.6928 -1.6468 0.1968 -0.2 0.4 0.3
H 3.6674 -2.4546 -0.9576 0.1 -0.3 0.8
H 2.4367 -3.9934 0.7367 -1.4 -0.7 -0.7
H 4.3814 -5.3890 1.4435 -0.1 -0.4 0.7
H 5.3942 -3.9307 1.2201 0.3 -0.3 -0.1
H 4.6983 -4.8804 -0.1661 -0.1 0.7 0.4
H 2.4136 -2.6217 2.4083 0.4 -0.1 0.6
C -5.7154 -2.1687 1.9858 -0.9 -0.5 -1.2
C -4.7861 -1.0181 2.2112 -0.4 1.4 1.2
C -4.5844 -0.6583 3.7501 0.2 -0.3 -1.3
O -3.5382 -1.2999 1.5776 0.1 0.0 0.2
H -5.3322 -3.1568 2.3108 -0.3 0.7 0.4
H -5.7903 -2.2848 0.8710 -0.3 0.1 0.8
H -6.7300 -1.9078 2.3768 0.8 -0.6 -0.2
H -5.2426 -0.0980 1.6858 0.6 -1.1 0.9
H -3.9672 0.2411 3.7655 -0.1 0.1 0.2
H -4.0178 -1.4350 4.3419 -0.9 0.5 -0.7
H -5.5883 -0.4075 4.1643 0.8 -0.4 -0.1
H -3.8027 -1.5356 0.6740 0.3 0.1 -0.1
C 7.6084 0.1845 0.1794 -2.4 -2.1 -1.7
C 6.5795 1.2946 0.0236 -0.7 -1.4 1.2
C 5.7488 1.2662 -1.2452 1.0 -0.6 -0.2
O 5.6669 1.4076 1.1558 0.1 -0.3 -0.9
H 8.1813 0.1225 1.0638 0.7 0.5 0.9
H 8.2065 0.1226 -0.7357 0.2 0.2 0.3
H 7.0034 -0.7767 0.1717 0.7 0.7 0.0
H 7.1058 2.1609 0.0317 1.6 3.0 0.0
H 4.7564 1.4467 -0.9077 -1.0 0.1 -0.1
H 5.8279 0.2802 -1.7371 -0.2 0.5 0.0
H 6.0541 2.0734 -1.9265 -0.1 -0.4 0.1
H 6.0482 0.9770 1.9189 0.3 -0.3 0.4
C 1.1790 2.3813 -2.4289 -0.7 1.5 -0.4
C 0.3217 3.6690 -2.6467 -0.9 -0.7 1.3
C 0.7481 4.4064 -3.8678 0.3 0.9 0.6
O -1.1507 3.4239 -2.7420 1.7 0.3 0.3
H 2.1864 2.7190 -2.2584 0.6 0.2 0.2
H 1.2064 1.7333 -3.2914 -0.3 -0.3 -0.3
H 0.8676 1.8717 -1.5470 -0.4 -0.6 0.6
H 0.4298 4.2882 -1.7286 -0.1 -0.4 -0.6
H 0.1915 5.3665 -3.9335 0.4 -0.7 -0.4
H 0.6631 3.7612 -4.7188 -0.5 -0.1 -0.8
H 1.8170 4.5786 -3.7693 0.2 0.4 0.0
H -1.2587 2.8526 -3.5022 -0.2 -0.6 -0.2
C 3.1919 4.7889 1.3718 -1.2 3.3 -3.1
C 1.6693 5.1504 1.4008 0.5 -1.9 1.0
C 1.4673 6.5890 1.0197 -0.4 1.0 0.2
O 0.9060 4.2161 0.6145 0.3 0.7 -0.2
H 3.5025 4.0234 2.0180 0.5 -1.0 0.6
H 3.7198 5.7791 1.5097 -0.1 -1.3 0.5
H 3.3253 4.6294 0.2512 0.4 -0.6 1.4
H 1.3185 4.9292 2.4176 0.0 0.8 0.2
H 0.3785 6.8558 0.8570 1.3 -0.3 0.2
H 2.0655 6.8811 0.1281 -0.5 -0.3 0.3
H 1.9044 7.1913 1.8707 -0.7 -0.4 -0.9
H 1.0114 3.3414 1.0396 0.2 0.2 -0.3
C -0.8291 -5.4025 2.6156 4.1 1.3 -1.0
C -1.1776 -4.1190 1.8606 1.4 0.3 0.4
C -2.4212 -4.3583 1.0405 -0.2 -0.3 -0.1
O -1.3305 -2.9563 2.6939 -1.1 -0.3 -0.6
H -1.6327 -6.0004 2.7632 -2.5 -1.8 1.1
H -0.0845 -5.3406 3.4599 -1.3 0.4 -0.5
H -0.1902 -5.9234 1.8624 -0.5 -0.2 0.4
H -0.2407 -3.9652 1.2474 -1.1 0.4 0.0
H -2.1305 -5.1207 0.3051 -0.8 -0.5 0.5
H -2.6818 -3.5462 0.3771 0.0 0.6 0.1
H -3.3134 -4.5596 1.7216 1.2 -0.2 -1.1
H -2.1137 -2.5040 2.3017 0.5 0.3 0.6
C -3.7456 6.2475 -1.4283 -0.7 -0.7 -0.7
C -3.0186 5.2722 -0.5350 0.2 0.5 -0.5
C -3.5916 5.3333 0.8649 -0.8 0.6 -0.7
O -3.1776 3.9582 -1.0865 -0.1 -0.8 0.1
H -3.9420 7.1864 -0.9576 0.6 1.0 0.1
H -4.7618 5.8858 -1.5792 -0.2 -0.4 0.0
H -3.3284 6.2768 -2.4387 0.2 0.5 0.3
H -1.9658 5.4918 -0.4991 0.7 0.2 -0.1
H -3.0727 4.6810 1.4893 0.5 -1.6 1.0
H -4.6290 5.0504 0.6957 -0.2 -0.2 0.8
H -3.5478 6.2727 1.4454 0.0 0.1 -1.0
H -2.5202 3.7289 -1.8108 -0.2 0.8 1.0
C -7.1238 3.5969 -0.8729 0.6 -0.4 1.7
C -6.4955 2.2592 -1.1668 -1.1 -2.0 -2.3
C -6.2372 2.1104 -2.7289 0.4 1.1 1.0
O -5.2947 1.9637 -0.4485 -0.8 0.0 -0.2
H -7.9286 3.8098 -1.5447 -0.7 0.0 -0.2
H -6.3854 4.3658 -0.9730 0.6 0.6 -0.3
H -7.4156 3.6252 0.1955 -0.3 0.1 -0.6
H -7.3080 1.4368 -1.0228 1.7 1.1 0.6
H -5.4825 1.3591 -2.9159 0.4 -0.1 0.0
H -5.8989 3.0846 -3.1682 -0.3 -0.8 0.2
H -7.1168 1.7323 -3.2211 -0.5 0.3 -0.3
H -4.6257 2.5793 -0.7934 0.1 0.3 0.2
C -1.1872 2.2849 2.3232 -0.4 0.2 -0.1
C -0.9429 1.7327 0.9172 -0.6 -1.4 0.2
C 0.1755 0.7156 1.0060 0.8 0.0 0.3
O 1.2823 1.5605 1.3639 0.8 -1.4 -0.1
C 2.5698 0.9735 1.1047 -0.1 0.2 -0.1
N -2.1168 1.0884 0.2812 0.6 1.8 -1.2
H -0.2651 2.6462 2.7601 0.3 0.1 0.0
H -1.4988 1.4443 2.9427 -0.4 0.1 0.2
H -1.9039 3.1287 2.3684 0.2 -0.7 -0.2
H -0.5882 2.5232 0.2867 -0.1 0.3 -0.6
H 0.3616 0.0872 0.1103 0.0 1.0 -0.3
H 0.0431 -0.0889 1.7475 -0.2 0.5 0.5
H 3.3233 1.7257 1.4324 -0.5 -1.0 -0.1
H 2.6637 0.8781 0.0018 0.1 -0.2 0.5
H 2.6864 -0.0569 1.5766 -0.1 1.5 -0.3
H -2.6447 1.8827 -0.1295 0.1 -0.9 0.4
H -2.6592 0.6447 0.9792 -0.9 -0.5 0.8
C -0.9923 -4.0865 -6.2527 0.0 0.8 -1.6
C -0.8043 -3.5314 -4.8791 0.4 0.7 1.3
C -0.7296 -4.6327 -3.8657 1.0 -0.1 -1.8
O -0.3165 -4.1417 -2.6219 -0.6 -0.3 -0.1
C -0.1189 -5.2080 -1.7474 2.0 -1.1 -0.6
N 0.4110 -2.7161 -4.8451 0.3 -0.2 -1.5
H -0.9684 -3.2444 -6.9579 0.2 -0.1 0.1
H -1.9057 -4.5882 -6.5470 -0.4 -0.3 0.8
H -0.1758 -4.7448 -6.5459 0.2 -0.1 0.2
H -1.6068 -2.8800 -4.5291 -0.3 0.0 -0.4
H -0.0254 -5.3501 -4.3264 0.4 -0.1 0.7
H -1.6731 -5.1145 -3.9601 -1.2 -0.6 1.1
H 0.8232 -5.8009 -2.0106 -1.3 0.4 -0.1
H -0.9722 -5.8543 -1.6808 -0.5 -0.5 -0.1
H 0.1212 -4.8508 -0.7882 0.0 0.8 1.3
H 1.1982 -3.2738 -5.1595 0.0 -0.1 -0.3
H 0.6771 -2.4725 -3.9237 -0.1 0.3 1.2
C -3.4376 -1.9401 -1.9545 1.3 0.5 0.5
O -3.7011 -2.8439 -2.7078 0.2 -1.3 -0.7
N -4.4512 -1.1475 -1.4831 -1.6 2.0 -0.1
N -2.1911 -1.6777 -1.4541 -2.7 3.7 1.3
H -5.2708 -1.4781 -2.0051 0.2 0.6 0.5
H -4.4109 -0.0816 -1.4619 0.3 -1.9 0.2
H -2.0639 -0.8768 -0.7845 -0.1 -0.9 -0.8
H -1.5075 -2.3152 -1.5725 2.7 -2.5 -0.7
```
Forces are in eV/Å.

E: -80026.2346 eV
lowest unoccupied orbital energy: 0.59 eV
highest occupied orbital energy: -9.282 eV